[1]
Computed, not measured: a cluster of 3 separate species, C7H17N in total at a distorted geometry, with ωB97M-V/def2-TZVPD.

Positions of all 25 atoms, in Å:
H: 1.26597 0.04587 -0.51022
C: -0.49715 -0.18375 -1.74302
H: 0.29726 -1.36951 1.63888
H: -0.16151 -2.02783 -0.66935
H: 0.95487 0.04979 2.78632
H: -1.62544 -1.99588 -1.72407
C: 0.28252 -0.31977 1.96941
H: 4.20980 1.05511 2.00571
H: -1.59229 -1.53947 1.26727
C: -0.80051 0.50899 1.66743
H: -2.19978 0.97230 -1.55117
H: -2.21689 0.02573 -3.16005
H: 2.72976 1.93046 1.60118
H: 2.80672 0.07337 1.25157
C: -1.80158 -1.00770 0.25801
H: -0.08860 0.43908 -0.82882
H: 0.25237 -0.46593 -2.50873
H: -0.81007 1.48305 2.20417
C: -1.55830 0.61472 -2.37609
H: -2.88583 -1.09688 -0.10208
C: -0.99103 -1.36342 -1.00639
N: -1.67345 0.43463 0.66096
C: 3.35829 1.02637 1.27919
H: -1.00527 1.47817 -2.72245
H: 3.75012 1.23249 0.31236

Its expectation value of S² is 0.8144. The LUMO energy (alpha / beta) is -0.29150 / -0.26995 Eh. For the frontier orbital gap (alpha / beta), the calculation gives 5.9 / 7.8 eV. The value obtained for the molar mass is 115.2 Da. As for the total charge: +1. The value obtained for the highest occupied orbital energy (alpha / beta) is -13.8497 / -15.1065 eV. For the energy relative to the best compared isomer or geometry (same formula, charge and spin), the calculation gives 648.8 kJ/mol. As for the multiplicity: 2. The calculation puts the maximum force at 2.93 eV/Å.

Atomic partial charges in e from the Mulliken method, atoms 1 to 2: 0.23, -0.22

[2]
Computed, not measured: a structure of composition C7H17N2O2 at a distorted geometry, with ωB97M-V/def2-TZVPD.

Positions of all 28 atoms, in Å:
N: 1.29965 -1.41602 0.80605
O: 2.77860 0.81816 -0.66203
H: 2.45328 -2.48958 -0.33184
H: 1.64901 2.47873 -0.59491
H: -1.97104 0.19243 1.28530
C: 2.15206 1.20382 0.49793
H: 0.90164 -2.28049 1.18233
N: -0.26074 0.24237 -0.03205
H: 0.65218 -0.00209 1.94389
C: -2.73371 0.54228 -0.59465
H: 2.88830 1.06317 1.44243
H: -0.09610 -0.03416 -0.93943
H: -0.39652 1.32578 -0.17738
H: -1.66804 -1.12464 0.26012
H: 4.01745 -0.45078 0.33468
H: -4.37322 0.39652 1.03294
C: 3.24350 -0.54308 -0.55182
H: -4.84197 0.73809 -0.56658
C: 2.08238 -1.55949 -0.43280
H: -2.50486 1.52974 -0.42672
O: 1.36183 2.29988 0.32319
C: -4.19486 0.15538 -0.10640
H: -2.47763 0.16127 -1.66566
H: -4.34127 -0.89625 -0.45064
C: -1.67816 -0.08273 0.34974
H: 1.34709 -1.56931 -1.37032
C: 0.88659 -0.13344 0.98087
H: 3.82455 -0.56556 -1.53622

The LUMO energy is -0.10147 Eh. For the frontier orbital gap, the calculation gives 10.1 eV. The value obtained for the molar mass is 161.2 Da. As for the total charge: +1. The value obtained for the highest occupied orbital energy is -12.8199 eV. For the energy relative to the best compared isomer or geometry (same formula, charge and spin), the calculation gives 268.4 kJ/mol. The calculation puts the maximum force at 6.41 eV/Å.

Atomic partial charges in e from the Mulliken method, atoms 1 to 2: -0.19, -0.44

[3]
Computed, not measured: a cluster of 2 separate species, C7H17N4O4 in total at a distorted geometry, with ωB97M-V/def2-TZVPD.

Positions of all 32 atoms, in Å:
N: -0.18011 -1.85027 2.31442
O: -1.35155 0.74186 2.28409
C: 0.96621 0.92531 1.61458
C: -1.06769 2.89745 -1.92344
H: 0.93426 -3.98820 -0.83779
H: -1.02868 0.91235 3.17871
C: -0.38199 1.13294 1.36550
H: -1.23865 -3.43077 -0.25992
H: 0.69091 1.45006 -2.23902
H: -1.76842 2.38217 0.57103
H: 0.16823 -2.65790 -1.73797
N: -1.25077 -3.02258 0.66224
H: -2.04421 2.52049 -2.24406
C: 0.98013 -2.92652 -1.06548
C: -0.21952 -2.32025 1.10348
H: 2.74022 1.36112 1.11631
H: -2.06384 -3.16824 1.23738
C: 0.95185 -2.08281 0.20246
H: 1.91231 -2.74131 -1.59147
O: 1.38653 0.17616 2.53239
C: -0.48308 1.95216 -0.90067
O: 1.84539 1.57464 0.81354
O: 0.49730 1.16478 -1.30943
H: 0.54337 -1.10031 2.57651
H: 0.55077 3.61121 -2.97377
H: -1.22315 3.88626 -1.47400
N: -0.15680 2.89003 -3.06060
H: -0.63727 3.03244 -3.93925
H: 1.85750 -2.24953 0.78866
H: 0.94758 -1.02307 -0.07032
H: -0.97790 -1.95595 2.92478
N: -0.89894 1.90630 0.34110

The LUMO energy is -0.08964 Eh. For the frontier orbital gap, the calculation gives 7.6 eV. The value obtained for the molar mass is 221.2 Da. As for the total charge: +1. The value obtained for the highest occupied orbital energy is -10.0752 eV. For the energy relative to the best compared isomer or geometry (same formula, charge and spin), the calculation gives 0.0 kJ/mol. The calculation puts the maximum force at 1.16 eV/Å.

Atomic partial charges in e from the Mulliken method, atoms 1 to 2: -0.28, -0.66

[4]
Computed, not measured: a cluster of 3 separate species, C7H17NO2 in total at a distorted geometry, with ωB97M-V/def2-TZVPD.

Positions of all 27 atoms, in Å:
H: 0.77589 0.38774 -1.55672
H: -0.12919 1.73650 2.26409
H: -0.37356 -2.59460 0.59210
H: -0.76207 -3.65438 -0.86127
H: 1.56236 2.14146 -0.44356
H: -4.10132 0.45297 0.27768
H: -0.41349 -0.77185 0.76521
O: -1.88595 1.18334 -1.90357
H: 3.19370 1.27933 -0.18871
H: 2.28179 -1.67875 0.31778
H: -2.65741 1.14872 -1.32464
H: 2.17537 -0.16167 1.58105
C: 2.07521 1.21803 -0.05751
H: -2.81733 1.21288 0.86517
C: 0.27483 0.82249 1.95406
H: 1.15898 -2.53604 -2.21795
N: -0.74394 0.12853 1.14184
C: 1.56101 0.07253 -0.85061
H: 2.50473 1.39630 2.01970
H: 0.41439 0.18258 2.81148
C: -0.09878 -2.87260 -0.42140
H: -1.80445 2.11042 -2.11139
O: -3.49761 1.19649 0.21414
C: 1.73683 0.80747 1.43241
H: -0.98580 0.60357 0.22411
C: 0.87254 -2.30167 -1.17100
C: 1.62061 -1.27850 -0.46787

The LUMO energy is 0.02977 Eh. For the frontier orbital gap, the calculation gives 9.2 eV. The value obtained for the molar mass is 147.2 Da. The SMILES is C=C/C=C/CCCN.O.O. The value obtained for the highest occupied orbital energy is -8.4217 eV. For the energy relative to the best compared isomer or geometry (same formula, charge and spin), the calculation gives 345.5 kJ/mol. The calculation puts the maximum force at 4.31 eV/Å.

Atomic partial charges in e from the Mulliken method, atoms 1 to 2: 0.26, 0.42

[5]
Computed, not measured: the ion C7H17NO2PS with charge +1 at a distorted geometry, with ωB97M-V/def2-TZVPD.

Positions of all 29 atoms, in Å:
H: -1.50799 2.11442 -0.73239
H: -3.27119 0.70937 0.51259
H: -2.03107 -0.61358 2.08462
C: 0.73414 1.25210 -1.21040
P: 0.32422 -0.40898 -0.57740
C: -1.90656 -0.93340 1.03459
C: 1.90893 -1.38248 -0.08923
H: 2.00370 -3.34127 1.12909
H: -0.53618 3.19379 -1.69611
O: -0.46999 -1.34091 -1.54500
C: -0.53052 2.49678 -0.87193
H: 1.21173 1.21030 1.43390
C: 1.56635 2.09987 0.91760
C: 1.32819 -2.48006 0.82361
H: 2.19412 2.55502 -0.89649
H: -2.77454 -0.42446 -0.70796
H: 0.54458 -3.10156 0.32079
H: 0.88797 -1.94184 1.68972
H: -3.92949 -0.91030 0.41296
H: 2.68813 -0.63253 0.16108
S: -0.07983 2.97348 0.79278
H: 0.75970 1.15272 -2.28125
C: -3.06445 -0.26853 0.25576
N: 1.84277 1.70644 -0.44156
H: -1.71141 -2.01091 0.88736
H: -0.15043 -2.04231 -2.26154
H: 2.21100 -1.95309 -1.00635
H: 2.39721 2.64096 1.16589
O: -0.63909 -0.31902 0.69527

The LUMO energy is -0.11700 Eh. For the frontier orbital gap, the calculation gives 8.8 eV. The value obtained for the molar mass is 210.3 Da. As for the total charge: +1. The value obtained for the highest occupied orbital energy is -11.9363 eV. For the energy relative to the best compared isomer or geometry (same formula, charge and spin), the calculation gives 93.9 kJ/mol. The calculation puts the maximum force at 5.09 eV/Å.

Atomic partial charges in e from the Mulliken method, atoms 1 to 2: 0.24, 0.31

[6]
Computed, not measured: the molecule C7H17NSi at a distorted geometry, with ωB97M-V/def2-TZVPD.

Positions of all 26 atoms, in Å:
H: -4.38943 0.35536 -0.39130
C: -2.70929 -0.44658 0.72584
H: 2.68177 -0.03704 -1.53210
H: 3.38110 -0.90566 1.22684
H: -1.57758 1.96241 -0.08089
C: 1.72613 -0.22476 -1.10328
C: -1.29068 0.14263 -1.84953
H: 2.09108 -2.11467 0.90010
H: -4.83494 -0.61896 0.87436
H: 3.01790 1.50599 0.53483
H: -2.22118 0.15094 -2.31220
H: -2.43427 -1.19079 1.46095
C: -3.98749 -0.29650 0.45347
H: -0.67921 0.88047 -2.40383
C: 2.34417 -1.10714 1.21082
H: -0.14706 -0.32617 1.77525
H: 0.98561 0.37822 -1.67456
H: 1.57810 1.72270 1.65427
H: 1.93990 -1.01978 2.32143
H: 1.27029 1.85101 -0.08847
H: -0.66470 -0.80577 -2.06078
C: 1.91473 1.43195 0.69763
N: 0.11272 -0.33312 0.72467
C: 1.56063 -0.05028 0.38117
Si: -1.30620 0.49336 -0.03826
H: 1.63790 -1.39782 -1.40643

The LUMO energy is 0.03218 Eh. For the frontier orbital gap, the calculation gives 10.0 eV. The value obtained for the molar mass is 143.3 Da. The SMILES is C=C[Si@H](C)NC(C)(C)C. The value obtained for the highest occupied orbital energy is -9.1552 eV. For the energy relative to the best compared isomer or geometry (same formula, charge and spin), the calculation gives 193.9 kJ/mol. The calculation puts the maximum force at 4.61 eV/Å.

Atomic partial charges in e from the Mulliken method, atoms 1 to 2: 0.13, -0.13

[7]
Computed, not measured: a cluster of 2 separate species, C7H18 in total at a distorted geometry, with ωB97M-V/def2-TZVPD.

Positions of all 25 atoms, in Å:
C: -1.42331 -2.39229 0.39540
H: 0.20147 -1.12398 0.66342
H: -1.33633 2.06892 1.11750
C: 0.44464 3.16397 0.69165
H: -1.69072 3.47320 0.19096
H: 2.27410 2.03060 0.17881
C: -0.37347 -0.81716 -1.45813
H: 0.97997 -3.38520 0.37042
H: -1.15327 -1.32576 -2.02224
H: 1.19247 1.01974 0.64307
H: 0.50305 -3.57144 -1.30018
C: 1.49334 2.04877 0.91924
H: 0.49032 3.87919 1.52115
H: 1.85272 1.97307 1.95076
H: -1.34185 -3.37999 -0.05787
H: -2.39377 -1.97291 0.03132
H: -0.96572 2.07725 -0.61553
C: -0.06891 -1.73149 -0.22476
C: -0.93819 2.66324 0.28650
C: 0.90584 -2.82725 -0.58621
H: 1.93165 -2.62374 -0.88924
H: -1.40025 -2.34406 1.46590
H: 1.01892 3.72641 -0.09349
H: 0.47681 -0.78296 -2.09601
H: -0.67950 0.15387 -1.08244

The LUMO energy is 0.03875 Eh. For the frontier orbital gap, the calculation gives 11.7 eV. The value obtained for the molar mass is 102.2 Da. The SMILES is CC(C)C.CCC. The value obtained for the highest occupied orbital energy is -10.6244 eV. For the energy relative to the best compared isomer or geometry (same formula, charge and spin), the calculation gives 129.8 kJ/mol. The calculation puts the maximum force at 2.70 eV/Å.

Atomic partial charges in e from the Mulliken method, atoms 1 to 2: -1.32, 0.03

[8]
Computed, not measured: a structure of composition C7H18BiI2NO3P2 at a distorted geometry, with ωB97M-V/def2-TZVPD.

Positions of all 34 atoms, in Å:
H: -1.44590 -3.01875 1.45767
C: 1.49907 -3.45556 -1.07388
C: -0.34882 3.61916 1.19232
H: 2.24402 -3.34873 -0.27319
H: -1.32753 4.64074 -1.58635
H: 0.46324 3.30488 1.86037
H: -2.44257 3.36047 -0.99776
C: 1.33131 3.73504 -1.16725
H: -1.46304 3.09364 -2.48518
H: 1.87804 -2.91202 -1.94694
I: -2.94258 0.16412 -0.87460
H: 1.35380 -4.52983 -1.29733
O: 1.10900 -2.43030 3.73233
C: 0.15354 0.44452 2.34503
H: 1.63852 3.25209 -2.10384
C: -1.47468 3.55454 -1.48692
O: -0.49941 0.53920 3.31626
H: -2.37250 -3.08175 -1.10694
P: -0.12244 2.89393 -0.47033
H: -0.55993 -4.53474 1.01984
H: 0.27269 -3.25958 1.92191
H: -1.32435 3.32714 1.59557
I: 2.69087 0.39271 -1.51668
H: -0.32639 4.70941 1.07821
N: 1.57614 -1.33644 3.51940
C: -1.38864 -3.32282 -1.54381
H: 1.04939 4.78952 -1.33008
Bi: 0.06149 0.03364 -0.06086
H: -1.32912 -4.42427 -1.67532
O: 1.78766 -0.94209 2.29272
H: -1.36566 -2.83943 -2.52861
H: 2.16553 3.69176 -0.45477
C: -0.47533 -3.44041 1.12825
P: -0.06543 -2.66978 -0.47923

The LUMO energy (alpha / beta) is -0.37736 / -0.38983 Eh. For the frontier orbital gap (alpha / beta), the calculation gives 5.0 / 4.4 eV. The value obtained for the molar mass is 689.0 Da. As for the total charge: +2. The value obtained for the highest occupied orbital energy (alpha / beta) is -15.2680 / -15.0561 eV. For the energy relative to the best compared isomer or geometry (same formula, charge and spin), the calculation gives 0.0 kJ/mol. The calculation puts the maximum force at 6.93 eV/Å.

Atomic partial charges in e from the Mulliken method, atoms 1 to 2: 0.37, -1.09

[9]
Computed, not measured: a structure of composition C7H18BrFeI2OP2 at a distorted geometry, with ωB97M-V/def2-TZVPD.

Positions of all 32 atoms, in Å:
C: -3.27411 0.71912 0.72743
C: 1.28745 1.73334 0.40907
C: 3.21046 -0.74528 1.04835
C: 1.31645 -2.88527 1.21704
C: 2.57023 -2.21828 -1.24744
I: -0.82271 -1.64862 -2.40515
C: -2.77683 1.44081 -1.92012
H: 4.00560 -1.47961 1.24945
H: 0.36376 -3.27795 0.84244
H: -3.00346 0.46661 -2.37654
H: 3.30240 -2.95567 -0.90351
H: 1.79825 -2.72901 -1.81722
H: 2.83242 -0.32788 1.99361
C: -1.63670 2.97532 0.24786
H: -3.36471 -0.36174 0.57701
P: -1.94222 1.25929 -0.31262
H: 3.05292 -1.45455 -1.86541
O: 1.84513 2.53680 1.03234
H: -2.09805 1.99186 -2.57999
Br: -0.24448 0.14859 2.78843
H: -4.21912 1.21267 0.45131
Fe: -0.05213 0.01778 0.54292
H: -3.05153 0.88296 1.78415
H: 3.64747 0.06623 0.44449
H: -1.41191 3.01143 1.32963
H: -0.76557 3.31439 -0.33205
H: 1.18175 -2.57885 2.26038
H: -3.70079 2.01751 -1.75310
H: -2.53850 3.56427 -0.01898
P: 1.79025 -1.47792 0.15852
I: 0.57735 0.41387 -2.69871
H: 2.12093 -3.63220 1.12640

Its expectation value of S² is 8.7739. The LUMO energy (alpha / beta) is -0.29827 / -0.35303 Eh. For the frontier orbital gap (alpha / beta), the calculation gives 8.3 / 6.8 eV. The value obtained for the molar mass is 569.7 Da. As for the total charge: +2. The value obtained for the highest occupied orbital energy (alpha / beta) is -16.4552 / -16.4374 eV. For the energy relative to the best compared isomer or geometry (same formula, charge and spin), the calculation gives 0.0 kJ/mol. As for the multiplicity: 6. The calculation puts the maximum force at 5.90 eV/Å.

Atomic partial charges in e from the Mulliken method, atoms 1 to 2: -1.32, 0.28